## 1
The following is a quantum chemistry calculation of a gas-phase ion, C7H14N3 (charge +1), from OMol25.

Each atom is followed by the atoms it is bonded to, with distances in Å.
Element x y z (Å)
1 N 1.73546 0.82956 -0.00126  N2 1.355, C5 1.370, H18 1.013
2 N 0.40386 1.04983 0.12381  N1 1.355, C4 1.492, C7 1.293
3 N 1.02947 -1.32473 -0.05571  C5 1.263
4 C 0.11202 2.49523 0.34958  N2 1.492, H16 1.187, H22 1.116, H24 1.132
5 C 1.99580 -0.51202 -0.09765  N1 1.370, N3 1.263, C10 1.492
6 C -1.84220 -0.12690 0.16434  C7 1.418, C8 1.603, C9 1.543, H13 1.015
7 C -0.43901 0.07358 0.21487  N2 1.293, C6 1.418
8 C -2.02285 -1.55228 0.87553  C6 1.603, H17 1.071, H19 1.151, H20 1.001
9 C -2.37845 -0.34224 -1.26676  C6 1.543, H14 0.997, H15 1.051, H21 1.095
10 C 3.38798 -1.04674 -0.06396  C5 1.492, H11 1.184, H12 1.094, H23 0.996
11 H 4.17621 -0.36331 -0.62485  C10 1.184
12 H 3.84262 -1.08886 0.92983  C10 1.094
13 H -2.31867 0.65385 0.60536  C6 1.015
14 H -1.82865 0.20695 -1.89175  C9 0.997
15 H -3.41699 -0.20010 -1.19336  C9 1.051
16 H -0.53680 2.96403 -0.52754  C4 1.187
17 H -1.38963 -2.31807 0.47479  C8 1.071
18 H 2.29538 1.53483 -0.46557  N1 1.013
19 H -1.68278 -1.37971 1.96190  C8 1.151
20 H -2.96712 -1.83260 0.69676  C8 1.001
21 H -2.15640 -1.34293 -1.65257  C9 1.095
22 H 1.00035 3.14978 0.51437  C4 1.116
23 H 3.52939 -1.98898 -0.35259  C10 0.996
24 H -0.52897 2.46182 1.28242  C4 1.132

Summary:
Net charge: +1


## 2
The following is a quantum chemistry calculation of a gas-phase ion, C7H14N3 (charge +1), from OMol25.

Each atom is followed by the atoms it is bonded to, with distances in Å.
Element x y z (Å)
1 N -2.15558 0.89234 -0.15987  C6 1.296, H20 1.030, H21 1.052
2 N 2.09611 -1.28036 -3.56533  C10 1.366, H16 1.018, H19 1.056
3 N -0.07407 0.10529 0.10782  C6 1.326, C9 1.339, H22 1.024
4 C -1.29684 0.89666 2.05971  C6 1.458, C7 1.605, H18 1.172, H24 1.065
5 C 2.26424 -0.14547 -0.01254  C8 1.457, C9 1.344, H17 1.135
6 C -1.14051 0.70091 0.62340  N1 1.296, N3 1.326, C4 1.458
7 C -2.49653 -0.05113 2.54914  C4 1.605, H14 1.053, H15 1.080, H23 1.116
8 C 2.41038 -0.26879 -1.45664  C5 1.457, C10 1.345, H13 1.169
9 C 1.13402 0.06311 0.68337  N3 1.339, C5 1.344, H12 1.118
10 C 1.60903 -0.86287 -2.35930  N2 1.366, C8 1.345, H11 1.206
11 H 0.46549 -1.11602 -2.07226  C10 1.206
12 H 1.09758 0.22014 1.78997  C9 1.118
13 H 3.46026 0.07444 -1.84073  C8 1.169
14 H -3.12273 -0.09285 1.70372  C7 1.053
15 H -2.13793 -1.06682 2.63327  C7 1.080
16 H 3.11183 -1.22315 -3.60323  N2 1.018
17 H 3.24368 -0.07010 0.55558  C5 1.135
18 H -0.35934 0.48472 2.63044  C4 1.172
19 H 1.58054 -1.86321 -4.27911  N2 1.056
20 H -2.28843 0.93574 -1.18068  N1 1.030
21 H -2.94528 1.44380 0.26349  N1 1.052
22 H -0.06046 0.00297 -0.91089  N3 1.024
23 H -2.97233 0.30612 3.49358  C7 1.116
24 H -1.42312 1.91451 2.34706  C4 1.065

Summary:
SMILES: CC\C(N)=[NH+]/C=C\C=C\N
Net charge: +1


## 3
The following is a quantum chemistry calculation of a gas-phase ion, C7H14N3 (charge +1), from OMol25.

Each atom is followed by the atoms it is bonded to, with distances in Å.
Element x y z (Å)
1 N 2.65642 0.49867 -0.67583  C7 1.254, H13 1.014
2 N -2.17150 -0.15628 -0.69274  C9 1.481, H14 1.069, H18 1.037, H21 0.984
3 N -0.21161 -1.51779 -0.32113  C5 1.452, C6 1.394, C9 1.530
4 C -0.42154 0.98484 0.64327  C8 1.549, C9 1.500, C10 1.578, H19 1.218
5 C 1.23638 -1.44512 -0.40548  N3 1.452, C7 1.437, H12 1.089, H15 1.136
6 C -0.90009 -1.72123 0.87382  N3 1.394, C9 1.550, H11 1.043, H23 1.072
7 C 1.74493 -0.13748 -0.09588  N1 1.254, C5 1.437, C10 1.604
8 C -0.16545 1.96535 -0.52860  C4 1.549, H16 1.150, H17 1.065, H20 1.121
9 C -1.00910 -0.32541 0.20963  N2 1.481, N3 1.530, C4 1.500, C6 1.550
10 C 1.02143 0.58376 1.14095  C4 1.578, C7 1.604, H22 1.128, H24 1.075
11 H -0.29817 -1.76610 1.72414  C6 1.043
12 H 1.60415 -1.77522 -1.37605  C5 1.089
13 H 3.10127 0.16151 -1.52287  N1 1.014
14 H -2.14331 0.87732 -0.96356  N2 1.069
15 H 1.64398 -2.19337 0.34552  C5 1.136
16 H -1.04335 2.04023 -1.26765  C8 1.150
17 H -0.07407 2.92297 -0.07078  C8 1.065
18 H -2.12356 -0.81045 -1.49615  N2 1.037
19 H -1.17240 1.52824 1.43297  C4 1.218
20 H 0.76767 1.71555 -1.09832  C8 1.121
21 H -3.00851 -0.35320 -0.21434  N2 0.984
22 H 1.63940 1.45611 1.50152  C10 1.128
23 H -1.66314 -2.47383 0.85554  C6 1.072
24 H 0.99017 -0.05909 2.00203  C10 1.075

Summary:
SMILES: [H]/N=C1/C[C@@H](C)[C@]2([NH3+])CN2C1
Net charge: +1


## 4
The following is a quantum chemistry calculation of a gas-phase ion, C7H14N3 (charge +1), from OMol25.

Each atom is followed by the atoms it is bonded to, with distances in Å.
Element x y z (Å)
1 N 0.94709 0.21586 0.39125  C6 1.393, C8 1.257
2 N -0.40195 -1.67548 0.97670  C7 1.351, C8 1.447, H18 0.946
3 N -1.98605 -0.57545 -0.34459  C7 1.314, C9 1.424, H21 0.948
4 C 0.36328 0.48530 -1.95939  C6 1.575, H12 0.981, H16 1.200, H24 1.065
5 C 0.37229 2.36475 -0.33269  C6 1.480, H11 1.045, H14 1.043, H19 1.062
6 C 0.10192 0.91638 -0.46709  N1 1.393, C4 1.575, C5 1.480, C9 1.508
7 C -1.56715 -1.64509 0.29366  N2 1.351, N3 1.314, H17 1.071
8 C 0.77773 -0.84034 1.05202  N1 1.257, N2 1.447, C10 1.508
9 C -1.38448 0.71451 -0.31095  N3 1.424, C6 1.508, H13 1.155, H20 1.158
10 C 1.94844 -1.35642 1.85016  C8 1.508, H15 1.054, H22 1.072, H23 1.095
11 H -0.07477 2.97284 -1.05614  C5 1.045
12 H -0.18849 0.90957 -2.65014  C4 0.981
13 H -1.60739 1.12706 0.74512  C9 1.155
14 H 0.15423 2.89499 0.53813  C5 1.043
15 H 2.71249 -1.78506 1.26392  C10 1.054
16 H 0.29003 -0.70412 -2.09816  C4 1.200
17 H -2.02555 -2.61173 0.34261  C7 1.071
18 H -0.21887 -2.51874 1.36363  N2 0.946
19 H 1.42056 2.39636 -0.49735  C5 1.062
20 H -2.10352 1.24156 -1.05064  C9 1.158
21 H -2.86265 -0.61743 -0.70186  N3 0.948
22 H 1.55783 -2.05732 2.56039  C10 1.072
23 H 2.38237 -0.45488 2.29570  C10 1.095
24 H 1.39258 0.60289 -2.20431  C4 1.065

Summary:
SMILES: CC1=NC(C)(C)CNC=[NH+]1
Net charge: +1


Which of them is the most stable? Correct choice: 4.